# 1
Entry from the Open Molecules 2025 dataset: a structure of composition H5O3 in a non-equilibrium geometry (ωB97M-V with the def2-TZVPD basis set).

The HOMO-LUMO gap comes out at 0.3515 Eh. The HOMO energy is -4.4 eV. The value obtained for the strongest force on any atom is 1.1 eV Å⁻¹. The LUMO energy is 0.1888 Ha. As for the relative energy (zero: lowest compared OMol25 entry of this formula, charge and spin): 8.8 kJ/mol. The charge is -1.

Structure (XYZ):
```
8
Properties=species:S:1:pos:R:3:nbo_charge:R:1
O 1.29 0.30 1.79 -1.04
H 0.39 0.34 2.12 0.44
O -1.80 -0.39 -1.07 -1.11
H -0.69 -0.18 -0.91 0.50
H -1.90 -1.30 -1.40 0.42
O 0.56 0.08 -0.66 -1.15
H 1.14 0.25 0.77 0.51
H 0.81 0.93 -1.07 0.43
```

***

# 2
Entry from the Open Molecules 2025 dataset: a structure of composition C29H35N7O2PSeTc (ωB97M-V with the def2-TZVPD basis set).

The HOMO-LUMO gap (alpha / beta) comes out at 0.3242 / 0.1868 Eh. Its multiplicity is 4. The HOMO energy (alpha / beta) is -16.6 / -16.6 eV. The value obtained for the strongest force on any atom is 0.5 eV Å⁻¹. The LUMO energy (alpha / beta) is -0.2854 / -0.4223 Ha. As for the relative energy (zero: lowest compared OMol25 entry of this formula, charge and spin): 56.6 kJ/mol. The charge is +3.

Structure (XYZ):
```
76
Properties=species:S:1:pos:R:3:lowdin_charge:R:1
Tc -0.13 0.88 0.01 1.14
N -0.11 3.04 -0.22 -0.07
C -1.47 3.62 0.06 -0.18
C -2.52 2.64 -0.42 -0.22
N -2.24 1.34 0.24 -0.09
H 0.58 3.51 0.37 0.09
H 0.16 3.26 -1.17 0.11
H -1.58 4.60 -0.41 0.14
H -1.55 3.75 1.14 0.11
H -2.45 2.50 -1.51 0.08
H -3.52 3.00 -0.21 0.14
H -2.80 0.55 -0.12 0.07
H -2.50 1.42 1.22 0.10
N 2.03 1.57 2.10 -0.09
P 0.42 1.05 2.29 0.96
C 0.40 -0.47 3.23 -0.34
C 1.47 -0.81 4.06 -0.06
C 1.40 -1.94 4.85 -0.04
C 0.26 -2.74 4.82 -0.03
C -0.81 -2.40 4.00 -0.04
C -0.74 -1.28 3.20 -0.12
C -0.34 2.35 3.28 -0.35
C -1.47 2.05 4.04 -0.08
C -2.11 3.05 4.75 -0.04
C -1.63 4.35 4.70 -0.03
C -0.50 4.66 3.95 -0.05
C 0.15 3.66 3.23 -0.12
C 2.74 1.26 0.96 -0.35
C 4.13 1.35 0.94 0.02
C 4.79 1.13 -0.25 0.00
C 4.06 0.83 -1.40 -0.03
C 2.70 0.74 -1.30 -0.12
N 2.02 0.93 -0.14 -0.05
H 2.58 1.83 2.91 0.13
H 2.36 -0.19 4.10 0.11
H 2.23 -2.20 5.49 0.12
H 0.21 -3.62 5.45 0.13
H -1.69 -3.03 3.99 0.12
H -1.57 -1.02 2.56 0.08
H -1.82 1.03 4.12 0.10
H -2.98 2.82 5.35 0.12
H -2.12 5.13 5.27 0.13
H -0.11 5.66 3.94 0.12
H 1.04 3.90 2.67 0.10
H 4.67 1.60 1.84 0.13
H 5.87 1.20 -0.28 0.14
H 4.55 0.67 -2.35 0.12
H 2.09 0.53 -2.16 0.07
N -3.20 -1.53 0.23 0.01
C -2.29 -2.60 -0.19 -0.15
C -0.81 -2.23 -0.26 -0.57
O -0.01 -3.04 -0.67 0.07
O -0.43 -1.03 0.11 -0.29
H -3.27 -1.52 1.25 0.07
H -4.13 -1.75 -0.09 0.10
H -2.56 -2.91 -1.20 0.13
H -2.35 -3.50 0.42 0.14
C -1.11 -0.51 -5.89 0.02
N -0.38 -1.29 -4.88 -0.04
C -0.16 -0.94 -3.57 -0.65
Se -0.77 0.59 -2.80 0.95
N 0.58 -1.93 -3.01 0.16
C 0.81 -2.91 -3.91 -0.11
C 1.46 -4.14 -3.80 0.05
C 1.51 -4.90 -4.94 0.02
C 0.92 -4.46 -6.17 0.02
C 0.26 -3.26 -6.29 0.04
C 0.21 -2.49 -5.12 -0.11
H -1.56 0.35 -5.41 0.06
H -1.88 -1.14 -6.32 0.12
H -0.41 -0.18 -6.65 0.12
H 0.74 -2.01 -2.00 0.12
H 1.90 -4.48 -2.87 0.14
H 1.99 -5.86 -4.92 0.14
H 1.00 -5.11 -7.03 0.14
H -0.18 -2.94 -7.22 0.14
```

***

# 3
Entry from the Open Molecules 2025 dataset: the ion C17H27N2O2 with charge +1 (ωB97M-V with the def2-TZVPD basis set).

The HOMO-LUMO gap comes out at 0.3480 Eh. The HOMO energy is -11.7 eV. The SMILES is C=CCOc1ccccc1C[NH2+]CCCN1CCOCC1. The value obtained for the strongest force on any atom is 0.6 eV Å⁻¹. The LUMO energy is -0.0818 Ha. As for the relative energy (zero: lowest compared OMol25 entry of this formula, charge and spin): 166.7 kJ/mol. The charge is +1.

Structure (XYZ):
```
48
Properties=species:S:1:pos:R:3:nbo_charge:R:1
C -0.46 -4.29 0.26 -0.36
C 0.54 -3.54 0.68 -0.21
C 0.44 -2.56 1.81 -0.11
O 0.94 -1.31 1.34 -0.54
C 1.10 -0.29 2.23 0.39
C 0.63 -0.30 3.54 -0.31
C 0.83 0.80 4.36 -0.16
C 1.49 1.92 3.89 -0.23
C 1.97 1.93 2.59 -0.18
C 1.79 0.83 1.76 -0.15
C 2.31 0.85 0.35 -0.24
N 1.35 1.53 -0.54 -0.56
C 1.78 1.69 -1.95 -0.22
C 0.55 1.96 -2.81 -0.43
C -0.43 0.78 -2.77 -0.23
N -0.86 0.50 -1.39 -0.47
C -1.13 -0.91 -1.11 -0.25
C -2.47 -1.37 -1.70 -0.09
O -3.52 -0.58 -1.19 -0.51
C -3.34 0.78 -1.51 -0.09
C -2.01 1.31 -0.95 -0.26
H -0.34 -5.01 -0.53 0.21
H -1.44 -4.24 0.71 0.20
H 1.52 -3.61 0.23 0.21
H -0.61 -2.46 2.14 0.19
H 1.05 -2.91 2.66 0.20
H 0.11 -1.16 3.93 0.23
H 0.45 0.78 5.37 0.23
H 1.65 2.77 4.53 0.23
H 2.52 2.78 2.23 0.21
H 2.44 -0.17 -0.01 0.24
H 3.27 1.38 0.31 0.22
H 1.13 2.45 -0.14 0.41
H 0.36 0.97 -0.67 0.47
H 2.52 2.49 -2.04 0.22
H 2.25 0.75 -2.26 0.21
H 0.86 2.12 -3.84 0.25
H 0.06 2.88 -2.47 0.21
H 0.07 -0.11 -3.16 0.21
H -1.28 1.00 -3.42 0.21
H -1.18 -1.02 -0.02 0.22
H -0.32 -1.53 -1.49 0.22
H -2.45 -1.31 -2.80 0.17
H -2.68 -2.39 -1.40 0.21
H -3.37 0.92 -2.61 0.17
H -4.17 1.32 -1.07 0.22
H -2.05 1.26 0.14 0.22
H -1.87 2.35 -1.25 0.21
```

***

# 4
Entry from the Open Molecules 2025 dataset: the molecule C5H9N (ωB97M-V with the def2-TZVPD basis set).

The HOMO-LUMO gap (alpha / beta) comes out at 0.2750 / 0.2750 Eh. The HOMO energy (alpha / beta) is -6.5 / -6.5 eV. The value obtained for the strongest force on any atom is 0.6 eV Å⁻¹. The LUMO energy (alpha / beta) is 0.0371 / 0.0371 Ha. As for the relative energy (zero: lowest compared OMol25 entry of this formula, charge and spin): 258.3 kJ/mol.

Structure (XYZ):
```
15
Properties=species:S:1:pos:R:3:nbo_charge:R:1
C -1.11 0.72 0.79 -0.43
C -1.15 0.66 -0.75 -0.41
C -0.26 -0.47 1.03 -0.17
N 0.72 -0.51 0.11 -0.24
C 1.96 -0.89 0.38 -0.35
C 0.24 0.09 -1.15 -0.23
H -0.64 1.67 1.12 0.19
H -2.07 0.66 1.31 0.22
H -1.95 -0.05 -0.96 0.21
H -1.38 1.58 -1.29 0.21
H -0.36 -1.28 1.73 0.21
H 2.20 -0.94 1.43 0.19
H 2.66 -1.20 -0.38 0.19
H 0.16 -0.68 -1.91 0.21
H 1.01 0.79 -1.52 0.20
```

***

# 5
Entry from the Open Molecules 2025 dataset: the molecule C18H18N2O3S2 in a non-equilibrium geometry (ωB97M-V with the def2-TZVPD basis set).

The HOMO-LUMO gap comes out at 0.3034 Eh. The HOMO energy is -8.5 eV. The SMILES is CCOc1ccc(S(=O)(=O)Nc2ccccc2SC)c2cccnc12. The value obtained for the strongest force on any atom is 1.1 eV Å⁻¹. The LUMO energy is -0.0089 Ha. As for the relative energy (zero: lowest compared OMol25 entry of this formula, charge and spin): 14.9 kJ/mol.

Structure (XYZ):
```
43
Properties=species:S:1:pos:R:3:nbo_charge:R:1
C 5.41 0.53 -0.43 -0.64
C 4.58 0.95 0.78 -0.07
O 3.76 -0.11 1.26 -0.48
C 2.64 -0.52 0.64 0.37
C 2.08 -1.67 1.18 -0.27
C 0.87 -2.18 0.73 -0.14
C 0.22 -1.59 -0.32 -0.39
S -1.45 -2.11 -0.68 2.32
O -1.69 -2.29 -2.08 -0.94
O -1.80 -3.17 0.21 -0.93
N -2.33 -0.73 -0.26 -0.87
C -1.92 0.01 0.83 0.22
C -1.59 -0.63 2.03 -0.28
C -1.14 0.10 3.11 -0.17
C -1.01 1.47 3.03 -0.24
C -1.35 2.12 1.85 -0.19
C -1.80 1.40 0.77 -0.25
S -2.25 2.25 -0.74 0.20
C -4.04 2.40 -0.43 -0.72
C 0.76 -0.45 -0.95 0.01
C 0.15 0.17 -2.06 -0.17
C 0.70 1.31 -2.58 -0.24
C 1.87 1.81 -1.99 0.06
N 2.49 1.23 -1.00 -0.43
C 1.98 0.11 -0.45 0.06
H 4.76 0.36 -1.29 0.22
H 6.12 1.32 -0.67 0.22
H 5.96 -0.39 -0.21 0.21
H 5.23 1.17 1.63 0.18
H 3.97 1.82 0.54 0.21
H 2.60 -2.14 2.01 0.23
H 0.43 -3.05 1.19 0.25
H -2.52 -0.15 -1.08 0.42
H -1.71 -1.70 2.07 0.24
H -0.89 -0.42 4.02 0.22
H -0.64 2.04 3.87 0.22
H -1.26 3.20 1.77 0.22
H -4.47 2.87 -1.31 0.23
H -4.20 3.02 0.45 0.22
H -4.46 1.41 -0.28 0.22
H -0.71 -0.29 -2.51 0.24
H 0.26 1.82 -3.42 0.23
H 2.34 2.71 -2.36 0.19
```

***

# 6
Entry from the Open Molecules 2025 dataset: a cluster of 2 separate species, C12H16N2O in total in a non-equilibrium geometry (ωB97M-V with the def2-TZVPD basis set).

The HOMO-LUMO gap (alpha / beta) comes out at 0.2736 / 0.1276 Eh. Its multiplicity is 2. The HOMO energy (alpha / beta) is -11.3 / -11.3 eV. The value obtained for the strongest force on any atom is 6.1 eV Å⁻¹. The LUMO energy (alpha / beta) is -0.1425 / -0.2882 Ha. As for the relative energy (zero: lowest compared OMol25 entry of this formula, charge and spin): 447.3 kJ/mol. The charge is +1.

Structure (XYZ):
```
31
Properties=species:S:1:pos:R:3:nbo_charge:R:1
C -2.08 -1.43 2.70 -0.46
C -2.88 -1.67 1.28 -0.59
C -1.12 -0.32 2.45 0.27
C -1.13 1.08 2.44 0.15
C 0.90 0.39 1.80 0.38
N 0.10 -0.71 1.95 -0.45
N 0.20 1.48 2.19 -0.51
H -2.81 -1.31 3.51 0.26
H -1.48 -2.36 2.88 0.27
H -3.90 -1.33 1.09 0.24
H -1.97 1.79 2.53 0.26
H 1.88 0.51 1.35 0.26
H 0.51 2.34 2.32 0.43
H -2.91 -2.84 1.39 0.25
H -2.27 -1.48 0.45 0.21
C 1.56 -2.10 -1.75 -0.66
C 2.18 1.62 -2.46 -0.27
C 1.09 2.27 -1.82 0.26
C 2.27 0.17 -2.64 -0.17
C 1.35 -0.65 -2.06 -0.07
C -0.07 1.39 -1.59 -0.29
C 0.15 -0.01 -1.75 -0.20
O 0.89 3.63 -1.84 -0.66
H 2.86 2.40 -2.69 0.24
H 3.15 -0.33 -3.14 0.23
H -1.04 1.70 -1.28 0.21
H 0.35 3.86 -0.96 0.47
H 2.63 -2.41 -1.72 0.24
H 1.29 -2.91 -2.58 0.25
H -0.73 -0.54 -1.39 0.20
H 1.04 -2.24 -0.67 0.23
```